Molecular formula: C4H7O2
Method: DFT, ωB97M-V/def2-TZVPD

The charge is -1. As for the SMILES: [O-]/C=C/CCO. As for the HOMO-LUMO gap: 6.3 eV. The calculation puts the HOMO energy at -2.174 eV.

Positions of all 13 atoms, in Å:
O1 0.14863 0.68056 2.72360
C1 -0.01211 0.65801 1.47549
C2 0.58815 -0.19040 0.57228
C3 0.83629 0.15317 -0.84602
C4 -0.36254 0.00229 -1.81527
O2 -1.17489 -1.14627 -1.52421
H1 -0.74209 1.42474 1.02826
H2 -1.08536 -1.43733 -0.59314
H3 0.95371 -1.11236 1.01389
H4 1.02845 1.24868 -0.92542
H5 1.70284 -0.35982 -1.24123
H6 -1.02584 0.86196 -1.77631
H7 0.11815 -0.35050 -2.73706

Forces on atoms 1 to 6 (eV/Å):
O -0.654 -0.141 0.029
C -0.108 0.673 0.241
C -0.304 -0.714 0.497
C -1.077 1.539 -0.151
C 0.590 -2.486 0.745
O -0.431 -0.571 0.164